The following is a quantum chemistry calculation of C37H34BrN3O4P2RuSe as an isolated structure, from the Open Molecules 2025 dataset.

## Properties
ΔE to the lowest compared entry with this formula, charge and spin = 0.666 eV
highest occupied orbital energy (spin up / spin down) = -10.3 / -10.2 eV
LUMO energy (spin up / spin down) = -3.18 / -2.86 eV
<S²> = 0.767
strongest force on any atom = 0.0082 Eh/bohr
total charge = +1
multiplicity = 2

Cartesian coordinates (Å):
Ru 1.0036 0.0858 1.0462
O -0.1284 1.5246 0.1023
P -1.3212 1.3113 -0.8172
C -2.0764 -0.2967 -0.4674
P -0.8486 -1.5952 -0.8371
O 0.5635 -1.0358 -0.7670
C -1.1989 -2.1684 -2.4900
C -0.1598 -2.1657 -3.4160
C -0.4018 -2.5896 -4.7148
C -1.6694 -3.0134 -5.0828
C -2.7056 -3.0213 -4.1559
C -2.4727 -2.5996 -2.8588
C -1.0920 -2.8646 0.3964
C -2.3637 -3.2620 0.8127
C -2.4928 -4.2390 1.7831
C -1.3560 -4.8124 2.3439
C -0.0931 -4.4162 1.9334
C 0.0461 -3.4432 0.9537
C -2.5297 2.5861 -0.5112
C -2.0559 3.8052 -0.0256
C -2.9412 4.8488 0.1907
C -4.2928 4.6772 -0.0743
C -4.7666 3.4640 -0.5557
C -3.8874 2.4161 -0.7765
C -0.8315 1.3022 -2.5345
C 0.5241 1.2273 -2.8439
C 0.9177 1.1725 -4.1726
C -0.0357 1.1743 -5.1807
C -1.3891 1.2379 -4.8709
C -1.7894 1.3092 -3.5480
H -2.9836 -0.4449 -1.0555
H -2.3330 -0.3102 0.5962
H 0.8227 -1.8256 -3.1158
H 0.4021 -2.5886 -5.4388
H -1.8540 -3.3447 -6.0962
H -3.6914 -3.3600 -4.4448
H -3.2834 -2.6202 -2.1387
H -3.2531 -2.8080 0.3900
H -3.4760 -4.5501 2.1092
H -1.4604 -5.5702 3.1090
H 0.7874 -4.8601 2.3785
H 1.0291 -3.1216 0.6301
H -0.9999 3.9339 0.1780
H -2.5714 5.7950 0.5626
H -4.9831 5.4927 0.0960
H -5.8214 3.3336 -0.7560
H -4.2699 1.4721 -1.1460
H 1.2576 1.1865 -2.0481
H 1.9700 1.1199 -4.4191
H 0.2758 1.1268 -6.2160
H -2.1286 1.2419 -5.6603
H -2.8451 1.3821 -3.3110
Br 1.9606 -2.0823 5.5982
C 3.5182 -2.4439 4.5738
C 4.5622 -3.0296 5.2748
C 5.7453 -3.3445 4.6275
C 5.8922 -3.0771 3.2744
C 4.8501 -2.4935 2.5809
C 3.6469 -2.1655 3.2113
C 2.6095 -1.5272 2.3561
O 1.5068 -1.1155 2.8319
O 2.8159 -1.3583 1.1296
H 4.4426 -3.2366 6.3287
H 6.5518 -3.7996 5.1869
H 6.8146 -3.3196 2.7650
H 4.9414 -2.2697 1.5274
Se 2.9774 1.4609 0.6449
C 2.2539 3.2450 0.5997
C 1.7834 3.7933 -0.5883
C 1.2390 5.0685 -0.5743
N 1.1307 5.8146 0.5249
C 1.6242 5.3072 1.6499
C 2.2028 4.0455 1.7361
H 1.8334 3.2349 -1.5123
H 0.8610 5.5104 -1.4899
H 1.5633 5.9401 2.5288
H 2.6297 3.7100 2.6731
N -0.4620 0.7450 3.3373
N 0.6880 1.2950 2.6790
H -0.7421 1.3539 4.1013
H -0.1529 -0.1383 3.7358
H 1.5061 1.3503 3.2847
H 0.4603 2.2264 2.3387

Cartesian forces (eV/Å) of the 6 atoms listed first:
-0.016 0.411 -0.090
-0.079 -0.057 0.118
-0.015 0.033 -0.014
-0.035 0.039 0.055
0.249 -0.115 -0.010
-0.097 -0.264 0.252